Density functional theory data (ωB97M-V with the def2-TZVPD basis set) for a cluster of 4 separate species, C3H15NO3 in total in a non-equilibrium geometry.

The value obtained for the total energy is -403.6804 Ha. The spin multiplicity is 2. As for the total charge: -1. The energy above the lowest of the compared OMol25 structures with the same formula, charge and spin comes out at 1.527 eV. As for the HOMO energy (spin up / spin down): 1.023 / -5.713 eV. As for the expectation value of S²: 0.7504. For the HOMO-LUMO gap (spin up / spin down), the calculation gives 2.66 / 9.25 eV.

Each line ends with the natural charge from an NBO analysis.
Positions of all 22 atoms, in Å:
C 0.8058 -1.5948 -0.1081  -0.496
N 1.0845 -0.2575 0.3628  -0.491
C 1.9408 -0.3360 1.5380  -0.886
C 1.5622 0.4872 -0.7977  -0.523
H 0.1301 -2.1933 0.4542  0.204
H 1.7982 -1.9956 -0.0563  0.169
H 0.4718 -1.5923 -1.2339  0.190
H 2.1564 0.7262 1.8996  0.190
H 1.4921 -0.8686 2.3439  0.182
H 2.9232 -0.7426 1.3249  0.167
H 2.1213 1.3425 -0.3889  0.198
H 0.7581 0.9680 -1.4207  0.195
H 2.2419 -0.1121 -1.3694  0.172
H -3.1372 0.7155 -3.1236  0.452
H -2.3069 0.3288 -2.0158  0.490
O -2.7336 -0.0871 -2.7891  -0.963
H -0.7136 0.2734 2.5578  0.438
H -0.3318 0.3433 0.9652  0.484
O -1.0782 0.5329 1.6904  -1.129
H -2.5809 1.8618 0.2898  0.484
H -3.4548 0.7768 0.2958  0.475
O -3.1493 1.4234 -0.4191  -1.002